w) Computed, not measured: CH4N2 in the gas phase, with wB97M-V/def2-TZVPD.

Its gap between HOMO and LUMO is 10.60 eV. The lowest unoccupied orbital energy is 1.234 eV. Its SMILES is C=NN. Its HOMO energy is -0.3440 hartree.

Geometry (Å):
C (1.0848, -0.0265, -0.0851)
N (0.0399, -0.7413, -0.0640)
N (-1.1590, -0.0614, -0.2087)
H (2.0023, -0.5536, -0.0406)
H (1.1049, 1.0599, -0.1229)
H (-1.9452, -0.5495, 0.2513)
H (-1.1278, 0.8724, 0.2701)

=====

x) Computed, not measured: CH4N2 in the gas phase, with wB97M-V/def2-TZVPD.

Its gap between HOMO and LUMO is 10.28 eV. The lowest unoccupied orbital energy is 1.224 eV. Its SMILES is C=NN. Its HOMO energy is -0.3329 hartree.

Geometry (Å):
C (0.1591, -1.0700, 0.5022)
N (-0.5139, -0.0668, 0.1272)
N (0.1612, 0.9422, -0.6070)
H (-0.4614, -1.7080, 1.1003)
H (1.2136, -1.1207, 0.4351)
H (-0.3740, 1.8736, -0.7752)
H (1.1363, 1.2469, -0.4152)

=====

y) Computed, not measured: CH4N2 in the gas phase, with wB97M-V/def2-TZVPD.

Its gap between HOMO and LUMO is 10.36 eV. The lowest unoccupied orbital energy is 0.843 eV. Its SMILES is [H]/N=N/C. Its HOMO energy is -0.3496 hartree.

Geometry (Å):
H (-2.5557, -0.4299, 0.2287)
N (-1.6581, 0.1341, 0.3047)
N (-0.7886, -0.4900, -0.3800)
C (0.5394, 0.0197, -0.0091)
H (1.2811, -0.0057, -0.8817)
H (0.9289, -0.6918, 0.6517)
H (0.3681, 0.9037, 0.6483)

=====

Need the numbers? Relative energies in hartree: w) 0.0000; x) 0.0137; y) 0.0171.